# 1
68
Properties=species:S:1:pos:R:3:lowdin_charge:R:1 method="wB97M-V/def2-TZVPD" orbital_gap_ha=0.214 e_lumo_ha=-0.138 total_energy_ev=-37142.6741 homo_ev=-9.59 total_charge=+1 e_above_lowest_ev=0.000
C 4.175 -3.419 -1.366 -0.1513
C 5.355 -2.482 -1.603 -0.1374
N 4.997 -1.118 -1.322 -0.0532
C 5.960 -0.053 -1.142 -0.1061
C 5.091 1.187 -0.830 -0.0763
C 3.681 0.690 -0.881 -0.1258
C 2.456 1.256 -0.615 0.0562
C 1.253 0.461 -0.663 -0.1593
C 0.037 1.030 -0.206 0.0821
C -1.247 0.431 -0.330 -0.2055
C -2.378 1.248 -0.675 0.0454
C -3.587 0.664 -0.972 -0.1358
C -3.699 -0.735 -0.867 -0.1261
N -4.970 -1.143 -1.075 -0.0696
C -5.405 -2.498 -0.862 -0.1430
C -4.245 -3.469 -1.064 -0.1544
C -2.944 -3.044 -0.363 -0.1315
C -2.650 -1.586 -0.491 -0.1347
C -1.441 -0.977 -0.186 0.0252
C -5.884 -0.025 -1.213 -0.1110
C -4.944 1.202 -1.301 -0.0785
C 1.365 -0.856 -1.242 0.0604
C 2.593 -1.466 -1.447 -0.1318
C 3.728 -0.676 -1.222 -0.1179
C 2.832 -2.874 -1.884 -0.1262
H 4.393 -4.380 -1.838 0.1199
H 4.083 -3.597 -0.288 0.1236
H 6.203 -2.757 -0.959 0.1343
H 5.700 -2.574 -2.648 0.1362
H 6.651 -0.286 -0.320 0.1302
H 6.566 0.088 -2.049 0.1315
H 5.355 1.588 0.156 0.1243
H 5.273 1.975 -1.570 0.1260
H 2.377 2.317 -0.382 0.1036
H 0.068 2.088 0.034 0.0950
H -2.243 2.327 -0.752 0.1366
H -5.815 -2.617 0.158 0.1353
H -6.221 -2.707 -1.567 0.1321
H -4.553 -4.453 -0.702 0.1181
H -4.044 -3.562 -2.137 0.1216
H -3.000 -3.326 0.700 0.1287
H -2.112 -3.614 -0.790 0.1207
H -0.602 -1.596 0.137 0.1259
H -6.515 -0.139 -2.104 0.1277
H -6.559 0.045 -0.343 0.1291
H -5.267 1.991 -0.613 0.1239
H -4.980 1.613 -2.317 0.1251
H 0.472 -1.401 -1.550 0.1195
H 2.823 -2.937 -2.983 0.1320
H 2.021 -3.513 -1.520 0.1215
O 0.910 3.979 0.716 -0.1024
C 1.863 3.804 1.780 -0.2344
C 1.056 3.483 3.004 -0.2333
N 0.149 2.386 2.726 -0.0638
C -0.634 2.149 3.930 -0.2301
C -1.659 1.091 3.660 -0.2333
O -2.154 1.356 2.351 -0.0896
H 1.339 4.433 -0.028 0.1029
H 2.545 2.964 1.583 0.1028
H 2.399 4.743 1.968 0.1256
H 1.715 3.184 3.834 0.1308
H 0.471 4.376 3.300 0.1289
H -0.505 2.654 1.993 0.0853
H 0.040 1.862 4.748 0.1285
H -1.160 3.086 4.193 0.1257
H -1.183 0.107 3.728 0.1208
H -2.463 1.220 4.394 0.1219
H -2.934 0.801 2.190 0.0975

# 2
106
Properties=species:S:1:pos:R:3:lowdin_charge:R:1 method="wB97M-V/def2-TZVPD" orbital_gap_ha=0.159 e_lumo_ha=0.146 total_energy_ev=-108651.1060 homo_ev=-0.36 total_charge=-2 e_above_lowest_ev=13.941
Hf -0.906 0.497 -0.822 1.0777
C -3.682 -1.230 2.025 -0.1812
Si -2.224 -0.057 2.354 0.5742
C -2.869 1.648 1.996 -0.1875
C -1.912 -0.041 4.220 -0.2051
N -0.523 -0.299 1.331 -0.3562
P 0.162 -1.759 1.181 0.7256
C 0.415 -1.490 -0.625 -0.4141
P 2.013 -0.381 -1.156 0.8216
N 1.325 1.004 -0.579 -0.3853
Si 1.996 2.283 0.400 0.3470
C 2.431 3.899 -0.466 -0.1857
C 0.760 2.767 1.729 -0.2166
C 3.490 1.670 1.380 -0.1586
C 1.782 -0.427 -2.996 -0.3832
C 1.180 0.679 -3.688 -0.3542
C 1.078 0.638 -5.101 -0.1925
C 1.505 -0.474 -5.794 -0.1311
C 2.057 -1.562 -5.125 -0.1333
C 2.196 -1.517 -3.727 -0.1461
C 3.841 -0.052 -1.281 -0.3108
C 4.266 1.063 -1.999 -0.1016
C 5.616 1.361 -2.098 -0.0889
C 6.555 0.527 -1.497 -0.1163
C 6.143 -0.590 -0.789 -0.1026
C 4.784 -0.883 -0.694 -0.0984
C -0.950 -3.144 1.689 -0.2754
C -1.783 -3.824 0.803 -0.0951
C -2.599 -4.849 1.265 -0.0905
C -2.589 -5.210 2.606 -0.1176
C -1.751 -4.549 3.490 -0.1079
C -0.932 -3.527 3.031 -0.1062
C 1.596 -1.532 2.298 -0.2922
C 2.790 -2.179 1.981 -0.1184
C 3.898 -2.062 2.808 -0.1090
C 3.817 -1.309 3.972 -0.1121
C 2.625 -0.675 4.300 -0.0908
C 1.520 -0.784 3.466 -0.0924
H -4.526 -0.872 2.580 0.0537
H -3.909 -1.264 0.972 -0.1091
H -3.454 -2.250 2.386 0.0611
H -3.769 1.831 2.594 0.0455
H -2.107 2.381 2.275 0.0384
H -3.098 1.773 0.967 -0.0265
H -2.850 0.175 4.743 0.0206
H -1.528 -1.007 4.564 0.0025
H -1.202 0.757 4.463 0.0182
H 1.543 4.299 -0.961 -0.0165
H 2.778 4.616 0.288 0.0182
H 3.228 3.752 -1.204 0.0037
H -0.119 3.200 1.279 -0.0050
H 0.491 1.897 2.331 0.0080
H 1.241 3.519 2.393 0.0207
H 4.376 1.542 0.751 0.0079
H 3.733 2.418 2.144 0.0259
H 3.257 0.723 1.872 0.0077
H 0.880 1.565 -3.166 -0.0428
H 0.647 1.483 -5.621 0.0845
H 1.405 -0.509 -6.874 0.0916
H 2.394 -2.435 -5.670 0.0860
H 2.639 -2.362 -3.207 0.1058
H 3.547 1.720 -2.474 0.1013
H 5.937 2.235 -2.651 0.0958
H 7.612 0.759 -1.575 0.0871
H 6.876 -1.242 -0.331 0.0898
H 4.474 -1.762 -0.145 0.0776
H -1.806 -3.553 -0.240 0.0626
H -3.254 -5.367 0.574 0.0961
H -3.233 -6.006 2.962 0.0880
H -1.738 -4.826 4.537 0.0921
H -0.284 -3.013 3.733 0.0932
H 2.850 -2.777 1.079 0.0869
H 4.825 -2.561 2.547 0.0932
H 4.679 -1.220 4.622 0.0895
H 2.558 -0.092 5.211 0.0974
H 0.601 -0.284 3.734 0.0677
N -0.464 -2.619 -3.544 0.0621
C -1.096 -1.693 -2.721 -0.8058
S -0.925 -0.081 -3.429 0.7056
N -1.600 -2.166 -1.628 -0.0906
N -2.242 -1.334 -0.657 -0.0771
C -3.501 -1.583 -0.615 -0.0595
C -4.413 -0.610 0.054 -0.2490
C -5.547 -1.100 0.929 -0.1002
C -6.359 -0.182 1.507 -0.1421
C -6.125 1.210 1.265 -0.1115
C -5.114 1.636 0.464 -0.0495
C -4.189 0.733 -0.203 -0.4473
O -3.235 1.094 -0.979 -0.2077
H 0.141 -2.097 -4.151 -0.0011
H 0.035 -3.277 -2.951 0.0771
H -3.937 -2.458 -1.100 0.1454
H -5.689 -2.159 1.091 0.1257
H -7.170 -0.500 2.152 0.0871
H -6.764 1.953 1.729 0.0874
H -4.975 2.699 0.303 0.1176
O -0.895 2.024 0.151 -0.7627
C -2.080 4.874 -2.300 -0.4295
Te -0.913 3.093 -2.462 1.3351
C 0.135 3.942 -4.160 -0.4272
H -1.425 5.735 -2.161 -0.0093
H -2.720 4.782 -1.421 -0.0058
H -2.708 4.990 -3.183 -0.0122
H -0.572 4.223 -4.946 -0.0106
H 0.810 3.193 -4.568 -0.0436
H 0.725 4.802 -3.837 -0.0077

# 3
68
Properties=species:S:1:pos:R:3:lowdin_charge:R:1 method="wB97M-V/def2-TZVPD" orbital_gap_ha=0.292 e_lumo_ha=0.083 total_energy_ev=-89314.8914 homo_ev=-5.69 total_charge=-1 e_above_lowest_ev=0.000
In 0.347 -2.865 -0.270 0.7980
C 1.038 -4.618 -4.384 0.0073
C 0.498 -4.226 -3.049 -0.2282
N 1.219 -4.091 -2.006 0.0021
O 2.554 -4.226 -2.101 0.0723
B 3.282 -3.647 -0.887 -1.0768
F 4.552 -4.151 -0.899 0.1824
F 2.532 -4.076 0.253 0.0392
O 3.325 -2.185 -0.868 0.0860
N 2.016 -1.709 -1.105 0.0092
C 1.830 -0.222 -0.977 -0.2374
C 2.971 0.576 -0.408 0.0096
C 0.451 0.127 -0.617 -0.2117
N -0.379 -0.825 -0.362 -0.0007
O -1.726 -0.562 -0.268 0.0352
B -2.481 -1.046 -1.465 -1.0786
F -3.809 -0.782 -1.225 0.1644
F -1.994 -0.410 -2.608 0.1467
O -2.421 -2.554 -1.719 0.0482
N -1.180 -3.056 -1.895 0.0013
C -0.925 -3.781 -2.913 -0.2164
C -1.919 -4.065 -3.988 0.0140
C 0.017 1.551 -0.729 0.0444
H 2.078 -4.912 -4.282 0.0844
H 0.980 -3.764 -5.063 0.1011
H 0.459 -5.436 -4.815 0.0856
H 3.897 0.303 -0.909 0.0893
H 3.089 0.389 0.662 0.0830
H 2.792 1.641 -0.561 0.0876
H -2.842 -3.536 -3.774 0.0880
H -2.115 -5.137 -4.051 0.0949
H -1.526 -3.739 -4.952 0.0908
H 0.340 2.101 0.159 0.0753
H -1.064 1.603 -0.812 0.0946
H 0.485 2.003 -1.603 0.1080
C -2.257 4.986 3.430 -0.0501
C -1.253 4.764 2.291 -0.5607
C -0.312 5.967 2.245 -0.0741
C -2.003 4.687 0.954 -0.0421
C -0.504 3.450 2.515 -0.1780
C 0.887 3.381 2.577 -0.0321
C 1.576 2.172 2.723 0.0144
C 0.818 1.034 2.809 -0.1940
O 1.222 -0.276 2.912 0.2393
B 0.032 -0.997 2.908 -0.7519
O -1.080 -0.180 2.873 0.2447
C -0.569 1.089 2.773 -0.1655
C -1.251 2.267 2.622 0.0673
H -2.780 5.935 3.291 0.0818
H -1.746 5.012 4.395 0.0897
H -3.006 4.195 3.468 0.0768
H -0.897 6.878 2.101 0.0825
H 0.395 5.892 1.416 0.0844
H 0.252 6.075 3.174 0.0856
H -2.562 5.610 0.780 0.0833
H -2.708 3.856 0.934 0.0832
H -1.303 4.547 0.128 0.0871
H 1.472 4.286 2.494 0.0976
H 2.656 2.134 2.749 0.1231
H -2.331 2.257 2.558 0.1339
O 0.077 -2.366 2.924 -0.0529
S -1.158 -3.353 2.512 0.2971
O -1.571 -3.984 3.721 -0.2989
O -2.058 -2.557 1.746 -0.2951
S -0.178 -4.641 1.282 0.5449
F 0.795 -1.137 -3.213 0.1785
B 1.910 -0.907 -2.442 -0.8812
F 3.061 -0.753 -3.162 0.1885